Here is 3 unconnected molecules or ions with the total composition C27H58BN2O5 from the OMol25 dataset. Energies are from wB97M-V/def2-TZVPD.

```
93
Properties=species:S:1:pos:R:3
C 4.68816 7.36179 3.70450
C 4.95698 6.22567 3.43774
C 5.20861 4.85654 2.98971
C 4.50190 4.58747 1.63208
C 3.76873 3.24953 1.52510
B 2.38841 3.08997 2.41923
C 2.67663 2.70786 4.00195
C 3.72051 1.66460 4.23601
O 4.39728 1.59128 5.24567
C 1.58803 4.52240 2.46140
O 1.22791 5.00791 1.13484
C 0.75754 6.29250 1.16434
O 1.85410 7.19405 1.06459
C 1.40143 8.53473 0.90203
C 2.62357 9.43255 0.95589
O 2.67857 10.06255 2.23171
O 1.58259 2.05740 1.67077
C 0.41086 1.61372 2.25668
C 0.54124 0.24630 2.95785
C -0.70710 -0.02823 3.80788
C -0.72364 0.69598 5.14908
H 4.23844 8.25422 4.07158
H 4.94927 4.13754 3.76260
H 6.29046 4.77387 2.85206
H 5.29127 4.60829 0.86978
H 3.85687 5.42571 1.38112
H 4.45759 2.40646 1.65742
H 3.41785 3.17866 0.49010
H 3.02999 3.60989 4.51218
H 1.78985 2.39438 4.56680
H 3.91074 0.91469 3.44474
H 0.66271 4.47308 3.05868
H 2.20364 5.29876 2.93409
H 0.05457 6.43566 0.32948
H 0.22355 6.51910 2.10117
H 0.71944 8.77590 1.72344
H 0.87658 8.59791 -0.05722
H 3.49539 8.79915 0.78832
H 2.57580 10.16202 0.13912
H 3.56780 10.41205 2.33642
H -0.02028 2.31188 2.98481
H -0.33575 1.46958 1.45937
H 0.64223 -0.53592 2.20134
H 1.44712 0.21572 3.56399
H -1.56296 0.29290 3.20379
H -0.83445 -1.09975 3.98282
H 0.07513 0.36804 5.81177
H -0.62899 1.77532 5.03193
H -1.69518 0.53672 5.62269
C -2.51796 -3.20335 -2.55268
C -2.99596 -3.06902 -1.11423
N -2.00619 -2.47010 -0.24443
C -2.30630 -2.61833 1.16788
C -3.56833 -1.93937 1.71088
C -1.50984 -1.16330 -0.65136
C -2.52915 -0.03620 -0.85276
H -1.55926 -3.72308 -2.59675
H -3.24300 -3.77998 -3.13182
H -2.40781 -2.23437 -3.04107
H -3.21200 -4.07194 -0.73408
H -3.95314 -2.52221 -1.10839
H -1.44465 -2.26994 1.74323
H -2.37912 -3.69061 1.38233
H -3.45126 -0.85845 1.77012
H -3.76455 -2.29376 2.72544
H -4.45331 -2.16266 1.11285
H -0.95522 -1.28904 -1.58536
H -0.76008 -0.84047 0.07432
H -3.38086 -0.35373 -1.45825
H -2.05080 0.79552 -1.37295
H -2.90490 0.35304 0.09204
C -1.52244 -9.79617 -5.51233
C -2.01480 -8.53539 -6.20788
N -2.75855 -7.65614 -5.32782
C -3.49763 -6.62155 -6.02905
C -2.70327 -5.57208 -6.81550
C -2.06211 -7.23355 -4.12453
C -0.71228 -6.52490 -4.28551
H -2.34503 -10.30970 -5.01285
H -1.09167 -10.47910 -6.24610
H -0.74942 -9.58215 -4.77333
H -2.68272 -8.83589 -7.01994
H -1.15664 -8.03262 -6.68151
H -4.14244 -6.11072 -5.30874
H -4.18076 -7.12216 -6.72360
H -2.19920 -4.86484 -6.15835
H -3.38449 -4.99445 -7.44410
H -1.96007 -6.02687 -7.47128
H -1.90816 -8.11455 -3.49511
H -2.73472 -6.59496 -3.54669
H -0.04593 -7.05071 -4.97113
H -0.20845 -6.47852 -3.31803
H -0.82656 -5.50005 -4.63497
```

The total charge is -1. The value obtained for the energy above the lowest of the compared OMol25 structures with the same formula, charge and spin is 0.000 eV. The HOMO energy comes out at -4.80 eV.

Electronic structure analysis, Mulliken charges in units of e: C 0.1698; C -0.8682; C -0.2065; C -0.3927; C -1.0509; B 1.1681; C -0.5711; C -0.3439; O -0.6219; C -0.9696; O -0.3385; C -0.6160; O -0.1230; C -0.6120; C -0.3572; O -0.5620; O -1.0830; C -0.5338; C -0.1298; C -0.1517; C -1.4000; H 0.4546; H 0.0658; H 0.4127; H 0.4862; H 0.0490; H 0.3456; H 0.1875; H 0.5194; H 0.4060; H 0.3367; H 0.3638; H 0.4672; H 0.3145; H 0.3945; H 0.3460; H 0.3310; H 0.2832; H 0.3032; H 0.3036; H 0.1976; H 0.1702; H 0.2907; H 0.0932; H 0.0692; H 0.4066; H 0.3073; H 0.2626; H 0.4497; C -1.3299; C -0.4628; N 0.1828; C -0.6105; C -1.0232; C -0.4296; C -1.1067; H 0.3040; H 0.4135; H 0.3292; H 0.4550; H 0.2516; H 0.2938; H 0.3927; H 0.1232; H 0.4105; H 0.3486; H 0.3162; H 0.1245; H 0.3660; H 0.3998; H 0.2246; C -1.4272; C -0.3602; N 0.1179; C -0.7119; C -0.9414; C -0.7115; C -0.9334; H 0.3370; H 0.4344; H 0.2888; H 0.4560; H 0.2750; H 0.3582; H 0.4041; H 0.1570; H 0.4092; H 0.2828; H 0.3587; H 0.3530; H 0.3242; H 0.3782; H 0.1537